89
Properties=species:S:1:pos:R:3 method="wB97M-V/def2-TZVPD" total_energy_ha=-3304.9242 multiplicity=5 s2=6.018 orbital_gap_ev="5.3 / 6.9"
C -2.0251 -2.2466 -4.7686
C -1.1613 -2.6149 -3.5878
H -1.3809 -2.1036 -5.6553
H -2.6191 -1.3420 -4.5952
H -2.7192 -3.0811 -4.9752
C -0.4229 -3.7946 -3.6464
C -0.5033 -4.7260 -4.7846
H 0.1898 -4.0671 -2.7966
H -0.1694 -4.2461 -5.7205
H -1.5135 -5.1336 -4.9801
H 0.1502 -5.5887 -4.6015
Rh -0.5817 1.7195 1.0267
Cl -2.9486 1.6260 0.6939
Cl 1.1902 3.1246 0.3335
H 0.3715 4.9614 3.9254
H -2.2703 6.5223 1.6347
C 0.4989 5.3875 2.9232
C -1.2327 6.3059 1.3468
N -0.7260 5.2184 2.1596
H 1.3452 4.8874 2.4313
C -1.3169 4.0236 2.0964
O -0.8675 3.0058 2.7098
H -1.2393 6.0421 0.2792
H -2.2552 3.9712 1.5150
H 0.6891 6.4596 2.9901
H -0.6076 7.1886 1.4932
H 2.1776 -0.7921 -3.8737
H 2.0122 -3.7208 -2.7541
C 3.1488 -1.0302 -3.4135
C 3.0142 -3.3396 -2.5294
N 2.9695 -1.9092 -2.2774
H 3.6346 -0.1054 -3.0841
C 2.9966 -1.4107 -1.0057
O 3.0842 -0.2188 -0.7135
H 3.4003 -3.8514 -1.6408
H 2.9427 -2.2214 -0.2575
H 3.7657 -1.5539 -4.1540
H 3.6605 -3.5330 -3.3911
O -0.5311 -1.4086 -2.8939
C -1.5755 -2.0540 -2.1986
C 0.0392 -2.9027 -0.4447
C -1.2603 -2.8553 -0.9827
H 0.7964 -2.2614 -0.9082
C 0.3434 -3.7624 0.6068
H -2.5110 -1.4766 -2.1785
C -2.2546 -3.6823 -0.4052
H 1.3710 -3.7961 0.9851
C -0.6355 -4.5906 1.1587
C -1.9410 -4.5510 0.6400
H -3.2589 -3.6688 -0.8422
H -0.3845 -5.2879 1.9538
H -2.7029 -5.2346 1.0298
Si -0.2983 1.4677 -2.7296
Cl -0.4100 0.3321 -0.7135
C 1.4861 1.9619 -2.8622
C -1.2729 3.0053 -2.2382
C -1.1605 0.8333 -4.2340
H 2.1560 1.3903 -2.2054
H 1.5680 3.0228 -2.5793
H 1.8081 1.8723 -3.9103
H -0.6050 0.0299 -4.7360
H -1.2164 1.6970 -4.9219
H -2.1944 0.5266 -4.0057
H -2.0968 2.7760 -1.5490
H -1.6898 3.4433 -3.1605
H -0.6291 3.7567 -1.7621
C -2.4817 0.2243 3.8665
N -2.4025 -1.1016 3.1971
C -3.7665 -1.5361 2.7775
C -1.4300 -1.1491 2.0416
C -0.0440 -0.8322 2.4841
C 0.6591 -1.7331 3.3015
C 1.9842 -1.4743 3.6494
C 2.6363 -0.3529 3.1227
C 1.9153 0.5602 2.3342
C 0.5815 0.3380 2.0974
H -2.8181 0.9623 3.1318
H -1.5045 0.4985 4.2637
H -3.2186 0.1376 4.6703
H -2.0368 -1.7757 3.8860
H -4.1432 -0.8155 2.0439
H -3.7070 -2.5357 2.3368
H -4.4028 -1.5424 3.6688
H -1.5015 -2.1551 1.6164
H -1.7996 -0.4503 1.2844
H 0.1621 -2.6466 3.6441
H 2.5214 -2.1708 4.2974
H 3.6945 -0.1881 3.3204
H 2.3777 1.4396 1.9013


96
Properties=species:S:1:pos:R:3 method="wB97M-V/def2-TZVPD" total_energy_ha=-4275.9941 orbital_gap_ev=1.3
C 1.3758 -2.1483 6.8126
C 1.4158 -0.6784 6.2670
C 2.6566 -0.5548 5.3319
C 2.3067 -0.1182 3.8794
N 1.7613 -1.2640 3.1197
C 0.3108 -1.1251 2.8387
C -0.4367 -2.4813 2.8091
C -1.9468 -2.3077 2.4960
C -2.3116 -2.4839 0.9610
C -2.3287 -1.1092 0.2293
C -3.7356 -0.5248 -0.1111
C -4.7368 -0.8845 0.9943
C -5.6237 -2.0684 0.4855
F -5.6956 0.0397 1.4411
N -3.6413 0.8978 -0.6608
C -5.0628 1.3312 -0.9928
C -5.5284 2.2397 -2.1132
C -5.2013 3.7515 -2.1084
F -5.3748 1.7601 -3.4254
S -2.9782 2.0380 0.5777
O -3.4773 3.3744 0.3798
O -3.4178 1.6954 1.8979
C -1.1293 2.3013 0.7675
F -0.7284 1.7199 1.8984
F -0.3186 1.8562 -0.1938
C -0.7464 3.8280 0.9778
F 0.5746 3.7957 1.2094
F -1.2913 4.3447 2.0469
F -0.9029 4.5410 -0.1173
C -2.8942 0.7769 -1.9704
C -2.3804 2.0937 -2.6014
C -1.7142 -0.2168 -2.1031
C -1.5805 -1.4080 -1.1108
Cl 0.1976 -1.6354 -0.8244
N -2.1616 -2.6232 -1.7791
C -1.3610 -3.4723 -2.0662
S -0.6244 -4.8464 -2.1115
C 2.4713 -1.4966 1.9124
S 2.7775 -3.0543 1.4770
S 2.9864 -0.1378 0.8821
C 3.6831 -0.7979 -0.6680
C 3.2340 0.1731 -1.7910
C 3.9171 -0.2211 -3.1363
H 0.7047 -2.2566 7.6725
H 2.4132 -2.4253 7.0350
H 1.0565 -2.7867 5.9737
H 0.4864 -0.4453 5.7311
H 1.5461 0.0054 7.1185
H 3.3637 0.1804 5.7491
H 3.2133 -1.5006 5.2445
H 1.5773 0.7085 3.9588
H 3.2240 0.3035 3.4468
H 0.2194 -0.6783 1.8280
H -0.1829 -0.4938 3.5876
H -0.3702 -2.8855 3.8347
H 0.0048 -3.2310 2.1417
H -2.3726 -1.3629 2.8750
H -2.4994 -3.1101 3.0146
H -1.5208 -3.1495 0.5901
H -3.2352 -3.0670 0.9049
H -1.6884 -0.4328 0.8153
H -4.0264 -1.0934 -1.0134
H -4.3326 -1.2479 1.9474
H -6.2862 -1.6147 -0.2774
H -5.0417 -2.8323 -0.0434
H -6.2674 -2.4579 1.2786
H -5.4783 1.7854 -0.0781
H -5.6386 0.4023 -1.1338
H -6.6300 2.2442 -2.0124
H -5.8002 4.2298 -1.3223
H -4.1449 3.9909 -1.9786
H -5.5524 4.1465 -3.0701
H -3.6438 0.3403 -2.6485
H -3.1086 2.5663 -3.2740
H -2.0578 2.8718 -1.8951
H -1.5169 1.9091 -3.2536
H -0.7269 0.2622 -2.1598
H -1.7854 -0.6645 -3.1078
H 4.7807 -0.8124 -0.6757
H 3.2928 -1.7968 -0.8960
H 3.4582 1.2222 -1.5339
H 2.1450 0.1266 -1.9490
H 3.8929 -1.3178 -3.2101
H 3.3596 0.2064 -3.9799
H 4.9467 0.1589 -3.1467
C 7.6028 1.7139 -4.1819
C 8.0493 0.2777 -4.5380
C 8.8448 0.3294 -5.8596
O 6.9508 -0.4862 -4.7216
H 6.9642 2.1427 -4.9586
H 7.0512 1.7306 -3.2373
H 8.4729 2.3769 -4.0653
H 8.7809 -0.0187 -3.7516
H 8.2395 0.7215 -6.6807
H 9.2003 -0.6639 -6.1413
H 9.7274 0.9788 -5.7597